Record 1
DFT (the ωB97M-V functional and the def2-TZVPD basis) results for a molecular structure, C12H15NNiS.

ORCA input file:
```
! RIJCOSX wB97M-V def2-TZVPD def2/J DEFGRID3
* xyz 2 3
H 2.473 -2.208 -1.044
Ni -0.396 0.009 -0.219
C 2.202 -1.859 -2.046
C 1.291 0.495 -1.955
C -0.268 -1.355 -2.020
H -1.509 -0.213 4.543
H -2.008 -0.240 1.946
C -1.091 0.919 -2.086
H 2.183 0.241 1.978
S 0.877 0.066 4.042
C -1.364 -0.467 -2.116
N 0.112 0.008 1.631
C -2.761 -0.982 -2.290
H -2.752 -1.883 -2.901
H -0.449 -2.422 -2.063
C -0.799 -0.122 3.736
H -0.298 3.353 -2.806
C 0.499 2.875 -2.240
C 1.069 -0.895 -1.993
H 2.309 0.864 -1.949
H -1.909 1.622 -2.193
H 0.559 3.386 -1.274
H -3.222 -1.255 -1.337
H 1.931 -2.741 -2.624
H -3.395 -0.231 -2.755
H 3.090 -1.399 -2.475
C 0.235 1.419 -2.069
H 1.452 3.041 -2.741
C 1.189 0.122 2.384
C -1.034 -0.134 2.407
*
```

As for the total energy: -66039.481 eV. The HOMO energy (spin up / spin down) comes out at -17.106 / -17.085 eV. The molecular weight comes out at 264.0 g/mol. Its expectation value of S² is 2.0100.

***

Record 2
DFT (the ωB97M-V functional and the def2-TZVPD basis) results for 2 unconnected molecules or ions with the total composition CH4NO4P in a non-equilibrium geometry.

ORCA input file:
```
! RIJCOSX wB97M-V def2-TZVPD def2/J DEFGRID3
* xyz -2 1
H 0.947 -0.307 -0.062
O 1.081 -3.255 0.047
O -0.883 -0.833 1.747
H -0.114 0.815 -0.995
O 2.621 -1.913 1.581
O 1.126 -3.750 2.568
C 0.084 0.368 -0.005
P 1.448 -2.833 1.436
H -1.264 -1.119 -0.144
N -1.122 -0.302 0.473
H 0.327 1.165 0.704
*
```

As for the total energy: -20069.645 eV. The HOMO energy comes out at 1.629 eV. As for the energy above the lowest of the compared OMol25 structures with the same formula, charge and spin: 50.9 kcal/mol. The molecular weight comes out at 125.0 g/mol.

***

Record 3
DFT (the ωB97M-V functional and the def2-TZVPD basis) results for a molecular structure, C25H26N3O2Pt in a non-equilibrium geometry.

ORCA input file:
```
! RIJCOSX wB97M-V def2-TZVPD def2/J DEFGRID3
* xyz 3 1
H 0.767 -2.350 -1.675
H 0.241 2.514 4.663
H 3.135 2.614 -0.425
C 0.222 1.591 2.748
H 3.566 3.290 2.051
H -1.546 2.169 1.676
C -3.129 2.843 0.431
C -0.562 -0.487 -4.503
C 3.105 -0.548 1.009
H 1.443 -1.227 -4.656
C -0.834 -4.858 -0.141
C -2.015 2.099 0.715
H -3.542 3.492 1.190
H -1.915 -2.399 2.850
H -0.797 -0.694 -5.538
O -1.968 -0.600 1.854
H 2.425 3.663 4.231
H 2.842 -0.235 2.015
C 2.677 1.722 0.000
C 0.759 2.397 3.721
C -1.190 0.410 -2.360
C 2.021 2.022 1.304
C -1.509 0.103 -3.676
C -2.162 -2.001 1.862
H -3.208 -2.243 1.669
H -2.160 -4.554 1.510
C 3.707 0.596 0.207
N -0.480 -2.106 -0.033
H 2.016 -0.732 -2.330
H 4.070 0.258 -0.766
H 2.043 -1.657 -0.305
C -1.977 1.218 -1.453
Pt 0.088 -0.008 0.143
H -4.571 3.338 -1.089
H 4.578 0.952 0.761
C 2.613 2.823 2.266
H -3.493 1.902 -2.793
H -2.496 0.329 -4.060
N -1.455 1.283 -0.203
C 0.029 0.007 -1.874
H 1.917 1.396 -0.714
H -0.692 1.043 2.914
N 0.844 1.408 1.559
C -3.691 2.761 -0.839
H -2.825 -0.166 1.949
C -3.096 1.953 -1.790
C 1.012 -0.523 -2.684
C 0.148 -2.864 -0.963
H 3.790 -1.390 1.097
C 0.698 -0.776 -4.015
C -1.327 -2.714 0.833
H -0.968 -5.932 -0.170
H 0.524 -4.771 -1.822
C 1.978 3.026 3.478
C -0.002 -4.222 -1.053
O 1.842 -1.068 0.435
C -1.493 -4.094 0.792
*
```

As for the total energy: -38131.093 eV. The HOMO energy comes out at -17.970 eV. As for the energy above the lowest of the compared OMol25 structures with the same formula, charge and spin: 17.7 kcal/mol. The molecular weight comes out at 595.6 g/mol.

***

Record 4
DFT (the ωB97M-V functional and the def2-TZVPD basis) results for C2H3N3O2 in the gas phase in a non-equilibrium geometry.

ORCA input file:
```
! RIJCOSX wB97M-V def2-TZVPD def2/J DEFGRID3
* xyz 0 1
H 1.710 0.846 0.357
O -0.799 2.056 -0.052
N -1.926 -1.145 0.074
H 1.987 -0.332 -0.941
H 1.553 -0.905 0.974
C -0.987 0.857 -0.042
N -0.064 -0.177 -0.290
O -2.209 0.223 -0.006
C 1.400 -0.155 0.095
N -0.665 -1.269 -0.168
*
```

As for the total energy: -10685.103 eV. The HOMO energy comes out at -10.318 eV. As for the energy above the lowest of the compared OMol25 structures with the same formula, charge and spin: 77.3 kcal/mol. The molecular weight comes out at 101.1 g/mol. Its structure (SMILES) is Cn1nnoc1=O.